Entry 1:
# C21H24N2O3

C21H24N2O3 as an isolated structure (the ωB97M-V functional and the def2-TZVPD basis, OMol25).

Spin multiplicity: 1
Energy above the lowest of the compared OMol25 structures with the same formula, charge and spin: 111.01 kcal per mole
Gap between HOMO and LUMO: 6.2069 eV
HOMO level: -6.774 eV

Last column: Mulliken charge in e.
Atoms and positions in Å:
1 O -3.90 0.02 0.66  -0.72
2 C -3.68 1.24 0.76  0.58
3 O -3.63 2.08 1.67  -0.70
4 C -3.27 1.88 -0.63  -0.41
5 C -3.60 3.38 -0.77  -0.78
6 C -2.31 4.04 -0.43  0.52
7 C -1.30 3.06 -0.33  0.48
8 C 0.03 3.39 -0.05  -0.77
9 C 0.30 4.72 0.29  -0.77
10 C -0.70 5.70 0.15  -0.43
11 C -2.01 5.38 -0.23  -0.76
12 N -1.84 1.79 -0.53  0.14
13 C -1.21 0.58 -0.51  -0.86
14 C -0.05 0.27 0.17  -1.01
15 C 0.82 -0.88 -0.13  0.70
16 C 2.24 -0.72 0.38  0.23
17 C 3.34 -1.13 -0.37  -0.19
18 C 4.62 -1.04 0.20  -0.59
19 C 4.81 -0.50 1.47  -0.47
20 C 3.70 -0.05 2.18  -0.76
21 C 2.41 -0.19 1.67  -0.34
22 H -3.67 1.27 -1.43  0.47
23 H -3.90 3.59 -1.80  0.28
24 H -4.42 3.70 -0.12  0.39
25 H 0.79 2.62 -0.08  0.76
26 H 1.29 4.99 0.67  0.37
27 H -0.45 6.75 0.35  0.34
28 H -2.80 6.13 -0.36  0.41
29 H -1.80 -0.25 -0.90  0.41
30 H 0.27 0.93 0.99  0.61
31 H 0.75 -1.26 -1.16  0.47
32 H 3.19 -1.53 -1.39  0.37
33 H 5.46 -1.40 -0.39  0.38
34 H 5.81 -0.43 1.90  0.40
35 H 3.81 0.41 3.16  0.39
36 H 1.54 0.08 2.27  0.40
37 C -0.42 -5.75 -1.27  -1.52
38 C 0.17 -4.37 -1.06  0.63
39 O -0.23 -3.58 -2.20  -0.56
40 C -0.34 -3.73 0.22  -0.97
41 N 0.45 -2.54 0.69  -0.44
42 H -0.17 -6.42 -0.43  0.39
43 H -1.51 -5.69 -1.33  0.36
44 H -0.06 -6.22 -2.19  0.36
45 H 1.27 -4.47 -1.04  0.27
46 H 0.37 -2.82 -2.31  0.31
47 H -1.39 -3.44 0.09  0.37
48 H -0.28 -4.50 1.00  0.40
49 H 0.05 -2.23 1.58  0.44
50 H 1.42 -2.85 0.92  0.41

Entry 2:
# C4H5N3

A single C4H5N3 molecule (the ωB97M-V functional and the def2-TZVPD basis, OMol25).

Spin multiplicity: 1
Energy above the lowest of the compared OMol25 structures with the same formula, charge and spin: 38.02 kcal per mole
Gap between HOMO and LUMO: 9.6268 eV
Structure (SMILES): Nc1ncccn1
HOMO level: -9.011 eV

Last column: Mulliken charge in e.
Atoms and positions in Å:
1 N 2.28 -0.42 -0.26  -0.43
2 C 0.89 -0.27 -0.32  0.39
3 N 0.20 -1.28 0.18  -0.57
4 C -1.13 -1.04 0.28  -0.06
5 C -1.69 0.20 0.16  -0.35
6 C -0.83 1.31 -0.05  -0.05
7 N 0.34 1.07 -0.58  -0.50
8 H 2.89 0.02 -0.93  0.24
9 H 2.64 -0.38 0.68  0.22
10 H -1.76 -1.90 0.49  0.40
11 H -2.75 0.33 0.04  0.38
12 H -1.10 2.34 0.29  0.34

no.,electronic energy (a.u.),lowest unoccupied orbital energy (eV)
1,-1149.7509,-0.567
2,-319.6516,0.616